(1)
83
Properties=species:S:1:pos:R:3:forces:R:3 method="wB97M-V/def2-TZVPD" smiles="COCCCC[C@@H](OC=O)c1ccccn1.ClC(Cl)Cl.ClC(Cl)Cl.ClC(Cl)Cl.ClC(Cl)Cl.ClC(Cl)Cl.ClC(Cl)Cl.ClC(Cl)Cl.ClC(Cl)Cl.ClC(Cl)Cl.ClC(Cl)Cl" total_charge=0 homo_lumo_gap_ev=9.80 lumo_ev=0.10
C 1.8750 -3.2394 5.3159 -0.32 0.19 -0.07
O 2.5978 -2.2662 4.5889 0.36 0.05 -0.06
C 1.8563 -1.6898 3.5367 -0.72 -0.42 -0.11
C 0.6579 -0.8633 4.0077 0.68 -0.54 -0.13
C 0.1279 -0.0042 2.8775 -0.13 0.93 0.04
C -1.0329 0.9245 3.3212 0.30 -0.81 0.22
C -2.4511 0.4365 2.9823 -0.01 0.41 1.26
O -2.9907 0.8811 1.7341 0.22 -0.19 -0.19
C -2.1077 1.1471 0.7631 0.29 -0.08 -1.10
O -2.0593 0.5342 -0.2699 -0.24 0.17 0.12
C -2.5682 -1.0622 3.1176 -0.07 0.95 -0.66
C -2.5755 -1.8463 1.9817 -0.01 -0.45 -0.21
C -2.6475 -3.2092 2.1420 0.03 -0.25 -0.18
C -2.7046 -3.7202 3.4274 -0.02 -0.19 -0.53
C -2.7243 -2.8320 4.4742 -0.05 -0.41 0.92
N -2.6604 -1.5129 4.3578 0.03 -0.11 -0.15
H 0.9957 -3.5673 4.7556 -0.02 -0.14 -0.05
H 2.4958 -4.1097 5.5130 0.21 0.04 0.01
H 1.5218 -2.8229 6.2601 0.00 -0.02 0.12
H 1.4584 -2.5047 2.9159 0.06 0.04 -0.14
H 2.5170 -1.1076 2.8985 0.32 0.13 0.22
H 0.9815 -0.2581 4.8554 -0.08 0.22 0.01
H -0.0763 -1.5770 4.3709 -0.34 0.18 0.11
H 0.9341 0.6619 2.5656 0.18 -0.12 -0.18
H -0.1417 -0.6038 2.0085 -0.01 -0.11 -0.06
H -0.9885 0.9322 4.4084 -0.15 0.13 0.13
H -0.8477 1.9498 3.0156 -0.24 0.12 -0.14
H -3.1000 0.8323 3.7597 -0.24 0.25 -0.16
H -1.4490 2.0129 0.9003 -0.02 0.04 0.40
H -2.5329 -1.4470 0.9823 -0.02 0.33 0.00
H -2.6395 -3.8523 1.2643 -0.22 0.49 0.29
H -2.7381 -4.7832 3.5971 -0.08 -0.11 0.16
H -2.8031 -3.2310 5.4783 0.02 0.13 0.15
C -2.2910 0.8280 -3.6509 -0.09 -0.06 0.08
Cl -1.9971 1.9337 -4.9895 -0.08 -0.17 -0.07
Cl -4.0195 0.5868 -3.3708 0.18 0.04 -0.05
Cl -1.4839 -0.7233 -3.9403 0.01 0.04 0.04
H -1.8627 1.2671 -2.7574 -0.06 -0.11 0.02
C -0.5947 5.1408 -2.7677 -0.08 -0.12 -0.22
Cl -1.4702 6.0822 -1.5510 0.04 0.08 0.03
Cl -0.3624 3.4880 -2.2018 -0.03 0.10 0.09
Cl -1.4443 5.1906 -4.3136 0.06 0.16 0.16
H 0.3860 5.5892 -2.9002 -0.38 -0.21 0.04
C 1.9307 7.5969 -0.4313 0.06 0.01 0.09
Cl 2.4224 9.2828 -0.3162 -0.03 -0.02 -0.01
Cl 1.9315 7.0606 -2.1175 0.37 0.30 0.04
Cl 2.9737 6.5642 0.5427 -0.03 -0.02 -0.01
H 0.9191 7.5094 -0.0568 -0.02 -0.02 -0.03
C 3.6925 2.0077 -2.6601 -0.11 0.16 0.17
Cl 3.6320 3.7432 -2.3317 0.02 0.01 -0.01
Cl 4.2645 1.1291 -1.2438 -0.14 -0.12 0.10
Cl 2.1146 1.4185 -3.1670 -0.02 -0.09 0.01
H 4.3940 1.8421 -3.4647 0.02 0.02 -0.02
C 7.7692 2.4278 -0.4448 -0.04 0.08 0.01
Cl 6.8372 3.7799 0.1978 -0.01 -0.02 0.01
Cl 7.4075 2.1776 -2.1526 0.15 0.03 -0.13
Cl 9.4961 2.6842 -0.2023 -0.01 -0.03 0.00
H 7.4817 1.5343 0.0930 -0.01 -0.01 0.00
C -1.4649 -7.4465 0.5002 -0.31 -0.12 -0.06
Cl -1.7698 -8.7577 1.6430 0.08 -0.02 -0.03
Cl -2.3774 -7.6870 -0.9931 0.05 -0.02 0.06
Cl -1.8719 -5.8933 1.2417 0.27 -0.76 -0.35
H -0.4096 -7.4457 0.2499 -0.35 -0.03 -0.03
C 2.6453 -5.4663 0.3776 -0.06 0.02 -0.17
Cl 2.8184 -5.9147 -1.3190 0.03 -0.02 0.02
Cl 2.2153 -3.7671 0.5308 0.01 -0.02 0.00
Cl 1.4381 -6.4922 1.1660 0.59 0.17 0.25
H 3.5948 -5.6260 0.8704 0.00 -0.01 0.03
C 3.0485 -0.7992 -6.2159 -0.06 -0.07 0.05
Cl 4.3089 -0.0025 -5.2661 0.22 -0.14 -0.21
Cl 3.7588 -1.7343 -7.5291 0.00 0.03 -0.01
Cl 2.0477 -1.8195 -5.1866 0.00 0.02 0.00
H 2.4194 -0.0318 -6.6470 0.00 0.02 0.01
C -4.3466 -3.1159 -2.6859 0.08 -0.02 -0.17
Cl -5.2425 -2.3509 -1.3847 -0.06 -0.05 0.19
Cl -3.9165 -4.7891 -2.3015 -0.01 0.14 0.11
Cl -5.2575 -3.0469 -4.1952 0.02 0.02 -0.02
H -3.4286 -2.5575 -2.8201 0.01 -0.01 -0.05
C -4.8073 7.2540 -3.4990 -0.01 -0.01 -0.01
Cl -4.7281 6.6881 -5.1661 -0.02 0.00 -0.03
Cl -4.9983 9.0070 -3.4386 0.03 0.00 0.01
Cl -6.1114 6.4516 -2.6246 0.02 -0.01 0.01
H -3.8721 6.9999 -3.0164 0.01 -0.01 -0.01


(2)
62
Properties=species:S:1:pos:R:3:forces:R:3 method="wB97M-V/def2-TZVPD" multiplicity=2 total_charge=+1 homo_lumo_gap_ev="5.89 / 5.95" relative_energy_kj_mol=89.79 lumo_ev="-3.77 / -3.71"
Ti 0.5574 -0.6534 0.5694 -0.05 -1.84 -1.58
N 1.6843 1.0679 4.8560 -0.82 -0.42 0.03
C 2.5563 1.0974 3.6145 0.92 1.12 1.43
C 2.9402 -0.3443 3.3577 -0.43 -1.28 0.30
C 3.4286 -0.5966 1.9358 2.36 -1.52 -1.02
N 2.5184 -1.5276 1.1208 1.93 1.33 0.55
C 3.6841 0.6480 1.0938 -0.69 -0.12 0.14
C 2.5370 1.6769 1.1511 -0.14 -0.09 -1.78
N 1.5361 1.2688 0.0577 -0.93 0.58 1.39
C 1.8742 1.9837 2.5242 1.62 -0.50 1.00
H 1.4915 2.0192 5.1953 0.17 -0.35 0.15
H 2.1419 0.4977 5.6070 -0.61 0.72 -0.67
H 0.7046 0.6358 4.6135 0.64 0.09 0.24
H 3.4737 1.6608 3.9661 -0.82 -0.68 -0.55
H 2.0725 -1.0237 3.5297 0.32 0.67 -0.18
H 3.6722 -0.6943 4.1370 -0.35 0.56 -0.89
H 4.5078 -1.0419 1.9762 -2.05 0.14 0.14
H 2.4029 -2.3871 1.6163 -0.37 -0.71 0.66
H 3.1471 -1.8002 0.3591 -0.64 0.11 -0.23
H 3.7981 0.3847 0.0110 0.13 0.06 0.92
H 4.6515 1.0276 1.4288 -0.24 0.53 -0.08
H 2.9832 2.5640 0.7511 0.12 0.89 0.18
H 1.9121 1.3484 -0.8888 0.36 -0.19 0.30
H 0.7951 1.9837 0.0668 0.12 -0.30 -0.05
H 0.8015 1.8880 2.6857 -0.25 -0.05 -0.89
H 2.1608 3.0173 2.8227 -0.52 -0.54 -0.45
O -5.7906 2.2960 0.6492 -1.37 0.87 0.48
C -5.3208 1.8493 1.6814 2.22 -1.75 0.26
O -5.4922 1.6714 2.8989 -0.88 0.83 -1.09
C -3.8804 1.1576 1.2652 -0.13 0.93 -2.53
C -3.3721 1.2165 -0.1029 -0.97 0.15 1.32
C -2.2311 0.5586 -0.4188 1.27 -1.15 1.36
N -1.4289 0.0049 0.5675 -0.02 1.30 -0.49
C -1.7805 0.1954 1.8501 -1.77 -1.09 -0.15
C -3.0825 0.5924 2.2050 1.46 -0.08 2.07
C -0.7990 -0.2945 2.8544 -0.49 0.49 1.19
O -0.8471 0.1941 4.0020 1.16 -0.80 -1.07
O 0.1029 -1.1603 2.4169 -0.28 1.33 0.24
H -3.8561 1.7428 -0.9265 -0.50 -0.19 0.60
H -1.9010 0.3686 -1.4205 0.16 0.12 -0.47
H -3.4384 0.5560 3.2749 0.43 0.14 -1.32
C -0.2291 1.1716 -4.3755 0.09 0.51 0.40
C -1.1413 0.0003 -4.2781 -0.50 -1.94 0.88
C -2.5243 0.2080 -4.2633 -0.17 -1.49 -0.58
C -3.4588 -0.8610 -4.4616 2.50 1.39 0.39
Cl -5.0984 -0.5858 -4.7760 -0.74 0.29 -0.01
C -2.9454 -2.1375 -4.4849 -0.79 0.32 -0.20
C -1.6426 -2.4201 -4.1714 1.19 1.87 -0.31
C -0.7085 -1.3622 -4.0988 -0.37 -0.40 0.01
O 0.6544 -1.6563 -3.8839 -0.39 0.01 0.79
C 0.9904 -2.8268 -3.0703 -0.59 -0.12 -0.61
C 0.2086 -2.7786 -1.6755 -2.79 -0.60 -1.45
O -0.8545 -3.3781 -1.4475 3.51 1.31 -0.33
O 0.6577 -1.7667 -0.9217 0.03 0.18 0.56
H -0.7877 2.1429 -4.1246 1.20 -1.40 0.16
H 0.1105 1.3104 -5.3920 -0.07 -0.04 -0.53
H 0.7117 0.8990 -3.8540 -0.50 0.86 0.28
H -2.7934 1.2281 -4.1410 -0.80 0.67 -0.30
H -3.5979 -2.8921 -4.8410 -0.53 -0.93 0.23
H -1.3427 -3.4313 -4.0681 0.30 -0.67 -0.02
H 2.0850 -2.7528 -2.9562 -0.55 0.03 0.23
H 0.7914 -3.7604 -3.6698 -0.11 0.82 0.95


(3)
56
Properties=species:S:1:pos:R:3:forces:R:3 method="wB97M-V/def2-TZVPD" multiplicity=4 total_charge=+1 homo_lumo_gap_ev="5.21 / 5.67" lumo_ev="-5.08 / -4.62"
C -1.8485 -4.6827 -1.2790 1.62 2.11 -0.75
C -1.4603 -3.3951 -1.6966 0.30 -1.63 0.34
C -2.4318 -2.3747 -1.5133 -2.61 0.41 -0.20
C -3.2946 -2.4668 -0.3525 0.40 -0.42 -1.03
C -3.5746 -3.7649 0.1708 -0.06 -0.06 0.16
C -2.9865 -4.8368 -0.4506 -0.40 -1.49 1.47
C -4.0138 -1.3420 0.0244 1.98 0.30 -1.50
C -3.9626 -0.2069 -0.7818 0.67 -0.34 -1.07
C -3.0829 -0.2318 -1.9299 -1.70 -1.22 0.03
C -2.7648 1.0232 -2.5356 -0.66 1.31 -0.03
C -3.7697 2.0151 -2.4711 1.82 -1.20 0.20
C -4.8889 1.8550 -1.5962 0.61 -0.41 0.77
C -4.8721 0.8540 -0.6389 -0.50 1.07 -0.14
H -1.1724 -5.5079 -1.5651 -0.60 0.24 0.53
H -4.3642 -3.8153 0.9550 0.83 -0.36 -0.66
H -3.2192 -5.8719 -0.1150 -0.04 0.92 -0.38
H -4.1464 -1.2033 1.0408 -1.97 -0.12 2.00
H -3.5928 2.9394 -3.0397 -0.30 -0.28 0.47
H -5.6129 2.6368 -1.5565 -0.49 0.31 -0.01
H -5.5898 0.7685 0.1973 0.33 0.40 -0.67
N -2.6683 -1.4231 -2.4469 3.78 1.68 1.93
Cr 0.2444 0.0561 0.3332 -1.23 0.04 0.23
C -0.0044 -2.9941 -2.0678 -1.93 -0.89 -0.51
H 0.0111 -2.5546 -3.0918 0.32 -0.02 0.82
H 0.5461 -3.9532 -2.0443 0.20 0.59 -0.23
C -1.2904 1.3200 -2.9476 -2.33 -0.40 -0.96
H -0.9883 0.6681 -3.8051 0.10 0.36 0.92
H -1.3119 2.3652 -3.3056 0.38 -0.38 0.05
P 0.7695 -1.9265 -0.7503 0.55 -1.67 -1.33
P -0.1074 1.2860 -1.5352 0.01 1.37 -2.08
C -0.1145 3.0116 -0.9465 -0.16 0.20 0.33
H 0.7128 3.1644 -0.2485 -0.06 -0.06 0.02
H 0.0037 3.7325 -1.7601 -0.05 -0.24 -0.07
H -1.0404 3.2286 -0.4110 0.02 -0.03 -0.01
C 1.4208 1.2939 -2.5335 0.42 -0.08 0.06
H 1.5434 2.2430 -3.0642 -0.17 -0.10 0.08
H 2.2830 1.1660 -1.8790 0.14 0.00 -0.09
H 1.4124 0.4895 -3.2729 -0.03 0.06 0.14
C 1.1086 -3.1356 0.5801 -0.18 0.11 0.23
H 1.6546 -4.0076 0.1959 -0.15 0.26 0.04
H 1.7287 -2.6283 1.3272 0.00 -0.19 0.01
H 0.1865 -3.4627 1.0719 0.11 0.06 -0.14
C 2.4342 -1.7881 -1.4929 0.15 -0.02 0.08
H 3.0448 -1.1652 -0.8330 0.16 -0.12 -0.23
H 2.8812 -2.7889 -1.5707 -0.06 0.31 -0.07
H 2.3778 -1.3248 -2.4844 0.09 -0.16 0.27
C 1.8943 0.5503 1.0786 7.27 2.79 1.62
O 2.9673 0.9665 1.2845 -4.18 -1.61 -0.52
H -0.9677 -0.4676 0.7922 -2.95 -1.36 0.11
C -0.6974 2.7713 3.4812 0.01 0.73 0.03
O -0.3790 2.0154 2.3002 0.85 0.64 0.24
C -1.0318 0.9422 1.9084 -2.60 -2.21 0.48
O -2.0982 0.5349 2.4086 2.59 1.34 -0.87
H -1.6483 3.2813 3.4044 -0.34 -0.18 -0.13
H 0.0777 3.5272 3.4829 0.10 0.14 0.17
H -0.6444 2.2175 4.4120 -0.06 -0.48 -0.17


(4)
61
Properties=species:S:1:pos:R:3:forces:R:3 method="wB97M-V/def2-TZVPD" total_charge=-1 homo_lumo_gap_ev=7.60 relative_energy_kj_mol=71.10 lumo_ev=2.00
Cs -0.3720 -0.1082 -0.5740 -1.10 -1.35 0.08
O 5.7638 0.6427 -2.6836 0.02 -0.03 0.05
C 4.5299 0.7625 -2.1132 -0.16 0.03 -0.03
C 3.4753 1.3859 -2.7676 0.14 0.02 0.04
C 2.2499 1.4546 -2.1236 0.28 -0.03 -0.06
N 2.0672 0.9815 -0.8956 0.48 0.15 -0.04
C 3.0691 0.3563 -0.2858 0.37 0.09 -0.19
C 4.3277 0.2192 -0.8533 -0.04 0.06 0.06
C 2.7768 -0.3246 1.0408 0.00 -0.42 0.70
O 3.7501 -0.6437 1.7389 -0.01 0.07 -0.11
O 1.5547 -0.5727 1.2968 0.60 0.33 0.07
C 1.0230 1.9838 -2.8441 -0.35 0.28 -0.53
O 1.1101 3.1090 -3.3568 0.02 -0.05 0.06
O 0.0431 1.1825 -2.8652 0.27 0.56 -0.32
H 5.7342 1.0580 -3.5503 0.02 0.03 -0.06
H 3.5827 1.8112 -3.7592 0.00 0.00 0.01
H 5.1061 -0.2995 -0.3139 0.02 0.00 -0.02
C -1.6359 3.7243 -0.9193 0.04 -0.29 0.01
C -2.2710 2.5353 -0.2279 0.04 0.27 0.10
C -1.9783 2.2402 1.1074 -0.04 0.10 0.02
C -1.1085 3.1682 1.9252 -0.05 -0.08 -0.07
C -2.4523 1.0558 1.6825 -0.06 0.05 0.30
C -2.0036 0.6924 3.0851 0.07 0.10 -0.24
C -3.2537 0.1886 0.9392 -0.17 -0.06 0.14
C -3.8048 -1.0707 1.5784 0.05 0.21 -0.09
C -3.5244 0.4721 -0.4024 -0.22 -0.05 -0.01
C -4.1929 -0.5664 -1.2760 0.03 0.10 -0.01
C -3.0715 1.6637 -0.9695 -0.22 0.16 -0.23
C -3.3560 1.9951 -2.4186 0.23 -0.16 0.15
H -1.3506 3.4523 -1.9360 0.02 0.08 0.00
H -0.7181 4.0204 -0.4181 -0.01 0.08 -0.01
H -2.3038 4.5885 -0.9653 -0.02 0.01 0.02
H -0.0524 2.8947 1.8304 0.01 0.04 0.03
H -1.3685 3.1262 2.9813 0.02 -0.01 0.00
H -1.2178 4.2001 1.6008 0.02 0.01 0.00
H -2.5284 1.2734 3.8483 -0.02 -0.03 0.02
H -0.9376 0.9012 3.1867 -0.01 -0.04 0.08
H -2.1416 -0.3637 3.2982 -0.02 0.00 0.03
H -3.0879 -1.8967 1.5337 -0.03 -0.04 0.02
H -4.7186 -1.3899 1.0831 0.00 -0.04 0.02
H -4.0470 -0.8912 2.6240 0.00 -0.06 0.02
H -3.7680 -0.5363 -2.2783 -0.05 -0.04 -0.02
H -5.2714 -0.4072 -1.3668 0.00 -0.02 -0.01
H -4.0292 -1.5710 -0.8920 -0.03 -0.01 -0.01
H -2.4758 1.7222 -3.0146 -0.08 0.06 -0.11
H -3.5238 3.0626 -2.5501 0.00 0.01 0.00
H -4.2260 1.4674 -2.8009 -0.02 0.00 0.01
C 3.4934 -3.6958 2.6186 -0.02 0.01 -0.04
C 2.9194 -4.0373 1.2980 -0.09 0.11 0.13
N 3.5253 -4.5806 0.2867 -0.03 0.02 -0.04
N 2.5737 -4.5888 -0.7010 0.05 -0.03 0.01
C 1.4000 -4.0471 -0.3351 0.34 -0.07 0.12
S -0.0070 -3.8464 -1.2157 -0.17 -0.02 -0.06
N 1.6289 -3.7153 0.9655 -0.08 -0.09 -0.23
N 0.7004 -3.1169 1.8175 0.13 0.02 0.00
H 4.4628 -4.1737 2.7330 -0.01 -0.04 0.00
H 2.8083 -4.0002 3.4096 0.04 -0.06 0.01
H 3.6113 -2.6086 2.6693 0.02 0.00 -0.01
H 2.7983 -4.9341 -1.6146 -0.05 0.00 -0.04
H 0.9121 -2.1044 1.7332 -0.12 0.05 0.27
H -0.1989 -3.3006 1.3765 -0.03 0.00 0.02